# 1
Molecular formula: C24H29Cl2NOPdS3
Method: DFT, wB97M-V/def2-TZVPD

* energy relative to the best compared isomer or geometry (same formula, charge and spin): 35.0 kJ/mol
* charge: +2
* max |F|: 0.47 eV Å⁻¹
* LUMO (spin up / spin down): -0.18671 / -0.29636 Ha
* orbital gap (spin up / spin down): 8.10 / 5.69 eV
* 2S+1: 5

Each line ends with the Mulliken spin population.
Cartesian coordinates (Å):
1 Pd -0.65965 -0.35186 0.56460  0.978
2 C 0.52737 0.86220 2.70923  0.231
3 C 0.87523 -0.52672 2.73446  0.276
4 C -0.31996 -1.27579 2.87534  0.326
5 C -1.42183 -0.35414 2.88584  0.331
6 C -0.89624 0.96104 2.72475  0.251
7 C -1.67031 2.23175 2.71766  -0.010
8 C -2.83260 -0.66957 3.23766  0.000
9 C -0.40697 -2.73450 3.15583  0.004
10 C 2.26088 -1.05730 2.74630  -0.014
11 C 1.49153 1.98416 2.77849  0.044
12 H -1.57490 2.72813 1.74938  0.010
13 H -1.28774 2.91732 3.47626  0.011
14 H -2.72620 2.06523 2.91611  0.000
15 H -3.06825 -1.72135 3.10108  -0.001
16 H -3.54117 -0.07636 2.65986  0.012
17 H -2.99453 -0.42900 4.29297  0.026
18 H 0.36529 -3.29611 2.63339  0.004
19 H -1.38240 -3.13845 2.88936  0.000
20 H -0.26784 -2.90901 4.22679  0.021
21 H 2.29312 -2.12097 2.52036  -0.001
22 H 2.70380 -0.91585 3.73711  0.024
23 H 2.89411 -0.52737 2.03391  0.012
24 H 1.02520 2.93430 2.52756  0.000
25 H 2.34313 1.82162 2.11705  0.009
26 H 1.88563 2.05765 3.79759  0.026
27 S -1.70841 0.28636 -1.83497  0.307
28 C -0.61183 -0.22611 -3.01449  -0.061
29 N -0.99145 -0.51716 -4.24266  0.025
30 C 0.00075 -0.97267 -5.21517  0.002
31 C 1.37657 -0.87095 -4.53540  -0.001
32 S 1.09379 -0.41546 -2.79208  0.013
33 H -1.96367 -0.40971 -4.49638  0.004
34 H -0.05289 -0.34968 -6.10600  0.000
35 H -0.22358 -1.99952 -5.50150  0.000
36 H 2.00053 -0.10624 -4.98935  0.000
37 H 1.90499 -1.81943 -4.56565  0.000
38 Cl -2.59898 -2.26596 0.32569  0.040
39 C -1.50085 -3.56863 -0.20833  -0.005
40 Cl 0.17085 -2.98753 -0.29454  0.016
41 H -1.81111 -3.88338 -1.19687  0.001
42 H -1.55486 -4.37494 0.51292  0.001
43 C 5.24129 9.17621 -2.16234  -0.001
44 C 4.74596 7.76566 -2.05293  0.001
45 O 5.36815 6.77495 -2.24940  0.019
46 S 2.96351 7.78069 -1.52582  0.149
47 C 2.46397 6.16187 -1.25438  0.171
48 C 1.13934 6.05089 -0.74268  0.010
49 C 0.60031 4.83404 -0.46925  0.044
50 C 1.35367 3.64497 -0.69354  0.134
51 C 2.66886 3.76774 -1.22838  0.056
52 C 3.21592 4.98590 -1.50204  -0.016
53 C 0.82688 2.40511 -0.39075  0.129
54 C 0.35957 1.29099 -0.11530  0.390
55 H 6.20325 9.17190 -2.66698  0.000
56 H 5.35178 9.59091 -1.15854  0.002
57 H 4.52340 9.79272 -2.70399  0.001
58 H 0.56494 6.95289 -0.57469  -0.001
59 H -0.40876 4.75145 -0.08882  0.000
60 H 3.23313 2.86430 -1.41740  0.003
61 H 4.21117 5.06104 -1.90655  -0.003

# 2
Molecular formula: C24H29N2O4
Method: DFT, wB97M-V/def2-TZVPD

* SMILES string: CCOc1cc2c(cc1OCC)-n1cccc1[C@H](c1cccc(OCC)c1O)[NH2+]C2
* charge: +1
* max |F|: 0.98 eV Å⁻¹
* LUMO: -0.09057 Ha
* orbital gap: 8.24 eV
* 2S+1: 1

Each line ends with the Mulliken charge.
Cartesian coordinates (Å):
1 C -3.41203 -0.70843 -1.87489  -0.524
2 H -2.77437 0.14712 -1.66437  -0.015
3 C -2.58509 -1.92424 -2.28090  -0.719
4 H -2.05505 -1.74798 -3.22436  0.371
5 H -3.24082 -2.78805 -2.41306  0.386
6 O -1.68270 -2.32402 -1.26547  -0.508
7 C -0.52094 -1.66674 -1.08454  0.802
8 C -0.05107 -0.61260 -1.84669  -0.291
9 C 1.17782 -0.01705 -1.56893  -0.053
10 C 1.93079 -0.48073 -0.49713  -0.538
11 C 1.48628 -1.55337 0.26950  -0.581
12 C 0.26984 -2.15386 -0.00372  0.641
13 O -0.28598 -3.16068 0.68733  -0.541
14 C 0.43568 -3.80751 1.72389  -0.440
15 C 1.49959 -4.75986 1.19043  -1.068
16 H 2.26081 -4.22750 0.62543  0.296
17 H 1.97360 -5.27624 2.01987  0.395
18 H 1.03884 -5.49528 0.53656  0.334
19 H -0.32799 -4.37202 2.26398  0.390
20 H 0.86980 -3.06859 2.40825  0.324
21 H 2.09784 -1.88088 1.09340  0.715
22 N 3.11207 0.19595 -0.16416  0.726
23 C 4.32976 -0.32577 0.13402  -0.405
24 C 5.19862 0.70237 0.38326  -0.969
25 C 4.47806 1.90370 0.24781  -0.930
26 C 3.19143 1.56700 -0.09545  -0.374
27 C 1.97331 2.40720 -0.26934  0.004
28 C 0.82602 1.93808 0.61277  -0.419
29 C -0.51076 2.08400 0.26811  0.634
30 C -1.52955 1.61252 1.11491  1.380
31 C -1.20487 1.02102 2.32204  -0.526
32 C 0.12797 0.92151 2.68856  -1.283
33 C 1.12563 1.37332 1.85302  -0.566
34 H 2.15680 1.29331 2.15628  0.404
35 H 0.38347 0.48488 3.64030  0.459
36 H -1.97261 0.64972 2.97941  0.497
37 O -2.78297 1.80874 0.61862  -0.350
38 C -3.90524 1.43742 1.41027  -0.518
39 C -5.15815 1.85995 0.66242  -1.400
40 H -6.03430 1.57938 1.23822  0.430
41 H -5.20327 1.37378 -0.30850  0.277
42 H -5.16510 2.93688 0.51629  0.331
43 H -3.89556 0.35225 1.56909  0.420
44 H -3.85115 1.94210 2.38199  0.501
45 O -0.90341 2.68538 -0.91352  -0.788
46 H -1.87384 2.71311 -0.90161  0.352
47 H 2.22271 3.44083 -0.00176  0.672
48 N 1.55489 2.42172 -1.72575  0.008
49 H 2.08766 3.13174 -2.23222  0.436
50 H 0.54420 2.67829 -1.72322  0.268
51 C 1.71519 1.10249 -2.40986  -1.293
52 H 2.78188 0.94773 -2.59392  0.345
53 H 1.19310 1.15164 -3.36652  0.556
54 H 4.85734 2.89539 0.39345  0.551
55 H 6.23428 0.61088 0.63801  0.487
56 H 4.49841 -1.38355 0.11961  0.538
57 H -0.62353 -0.24462 -2.68293  0.469
58 H -3.98260 -0.94081 -0.97974  0.269
59 H -4.10074 -0.45104 -2.67453  0.431

# 3
Molecular formula: C24H29N3O2
Method: DFT, wB97M-V/def2-TZVPD

* SMILES string: COc1ccc(CC2(CO)CCN(Cc3cccn3-c3ccccn3)CC2)cc1
* energy relative to the best compared isomer or geometry (same formula, charge and spin): 220.1 kJ/mol
* max |F|: 1.06 eV Å⁻¹
* LUMO: 0.02495 Ha
* orbital gap: 8.83 eV
* 2S+1: 1

Each line ends with the Mulliken charge.
Cartesian coordinates (Å):
1 C 0.94307 5.44422 -2.89853  -0.854
2 H 1.43108 5.26027 -1.93554  0.338
3 O -0.05771 4.49286 -3.16143  -0.457
4 C 0.30036 3.18069 -3.25633  0.888
5 C 1.59281 2.69093 -3.11688  -0.527
6 C 1.83187 1.33041 -3.22671  -0.596
7 C 0.80692 0.42729 -3.46899  0.391
8 C -0.47999 0.93484 -3.63522  -0.268
9 C -0.73434 2.28472 -3.52812  -0.736
10 H -1.73130 2.67687 -3.65400  0.444
11 H -1.29403 0.26101 -3.86036  0.364
12 C 1.06994 -1.04792 -3.53097  -2.156
13 H 2.08250 -1.22198 -3.90163  0.567
14 H 0.37305 -1.51678 -4.22855  0.500
15 C 0.93351 -1.77906 -2.16896  2.432
16 C 2.01744 -1.28777 -1.19803  -1.092
17 C 1.78716 -1.75677 0.24456  -1.608
18 N 0.47156 -1.43651 0.76619  0.385
19 C -0.55302 -1.98757 -0.10112  -1.594
20 C -0.44626 -1.50585 -1.55146  -0.516
21 H -1.23463 -1.97130 -2.14794  0.567
22 H -0.62696 -0.43048 -1.56385  -0.219
23 H -1.52921 -1.71108 0.30407  0.644
24 H -0.46317 -3.07753 -0.04842  0.460
25 C 0.31053 -0.01127 1.06686  -0.788
26 C -1.04307 0.33536 1.58768  -0.324
27 C -2.04001 0.98714 0.91005  -0.048
28 C -3.11096 1.19666 1.80597  -1.111
29 C -2.72877 0.68176 3.00644  -0.414
30 N -1.47384 0.14450 2.88273  0.191
31 C -0.81092 -0.44159 3.95827  0.438
32 N -1.17436 0.01192 5.15430  -0.519
33 C -0.59976 -0.49708 6.22706  -0.448
34 C 0.37287 -1.48212 6.17649  -0.381
35 C 0.73574 -1.96956 4.92891  -0.778
36 C 0.13586 -1.45458 3.79443  -0.061
37 H 0.36556 -1.83212 2.81046  0.636
38 H 1.47333 -2.75430 4.84012  0.436
39 H 0.82173 -1.86261 7.08021  0.378
40 H -0.93944 -0.08778 7.16966  0.395
41 H -3.23807 0.63639 3.94703  0.405
42 H -4.04424 1.67360 1.58187  0.464
43 H -2.00287 1.29333 -0.11797  0.635
44 H 1.07250 0.23936 1.81446  0.644
45 H 0.48366 0.62161 0.18365  0.360
46 H 2.53780 -1.30387 0.89847  0.535
47 H 1.90426 -2.84323 0.30793  0.461
48 H 2.02439 -0.19674 -1.21057  0.318
49 H 2.99844 -1.63246 -1.53137  0.487
50 C 1.13537 -3.28505 -2.45034  -1.364
51 O 0.23579 -3.82178 -3.38809  -0.555
52 H -0.65642 -3.75886 -3.02999  0.386
53 H 1.08737 -3.85609 -1.51402  0.402
54 H 2.12586 -3.43747 -2.88728  0.472
55 H 2.84770 0.97312 -3.13127  0.402
56 H 2.42260 3.35375 -2.92677  0.403
57 H 0.43402 6.40618 -2.86436  0.244
58 H 1.69862 5.46383 -3.69102  0.338

# 4
Molecular formula: C24H29N3O2
Method: DFT, wB97M-V/def2-TZVPD

* SMILES string: COc1ccc(-c2nc(CN3CCCC[C@@H]3CCc3ccccn3)c(C)o2)cc1
* energy relative to the best compared isomer or geometry (same formula, charge and spin): 178.4 kJ/mol
* max |F|: 1.17 eV Å⁻¹
* LUMO: 0.02622 Ha
* orbital gap: 8.50 eV
* 2S+1: 1

Each line ends with the Mulliken charge.
Cartesian coordinates (Å):
1 C 7.05475 2.05876 -0.69573  -0.827
2 H 7.44550 1.66415 0.24776  0.334
3 O 5.71537 2.47097 -0.56826  -0.457
4 C 4.77704 1.54924 -0.22728  0.927
5 C 3.46793 2.02941 -0.11136  -0.338
6 C 2.44148 1.18270 0.22949  -0.699
7 C 2.69318 -0.17195 0.46401  -0.093
8 C 3.99540 -0.64847 0.34905  -0.708
9 C 5.03079 0.20071 0.00723  -0.512
10 H 6.02947 -0.19882 -0.07343  0.395
11 H 4.19647 -1.69378 0.52905  0.446
12 C 1.60240 -1.04873 0.81742  0.305
13 N 0.35132 -0.70816 0.92836  -0.294
14 C -0.32465 -1.85142 1.26159  1.588
15 C 0.58285 -2.87147 1.35055  0.050
16 O 1.81225 -2.36013 1.06544  -0.456
17 C 0.47215 -4.31126 1.69234  -1.649
18 H 1.08661 -4.53904 2.56307  0.476
19 H 0.82039 -4.92953 0.86495  0.338
20 H -0.56235 -4.55933 1.90932  0.224
21 C -1.80540 -1.84864 1.50255  -2.011
22 N -2.69734 -1.92025 0.36153  0.229
23 C -2.82298 -3.22108 -0.25955  -1.037
24 C -1.74014 -3.53583 -1.29781  -0.176
25 C -1.74173 -2.44574 -2.36345  -1.179
26 C -1.57768 -1.07812 -1.70585  -0.059
27 H -0.59410 -1.00050 -1.24252  -0.209
28 H -1.65142 -0.30192 -2.46829  0.482
29 C -2.66281 -0.85640 -0.63783  0.180
30 C -2.53998 0.51815 0.02282  -1.253
31 H -3.23073 0.55923 0.86719  0.418
32 H -1.52213 0.64442 0.39380  0.183
33 C -2.88614 1.67283 -0.92444  -0.681
34 C -2.73304 2.97960 -0.20496  0.375
35 N -3.84351 3.58230 0.19652  -0.533
36 C -3.74526 4.72099 0.86037  -0.288
37 C -2.53784 5.32664 1.16619  -0.434
38 C -1.37256 4.70101 0.74734  -0.577
39 C -1.46990 3.51107 0.05056  -0.204
40 H -0.58717 2.99659 -0.29826  0.364
41 H -0.40654 5.13729 0.96005  0.414
42 H -2.50842 6.25741 1.71135  0.374
43 H -4.68620 5.16628 1.15881  0.380
44 H -3.91780 1.57616 -1.26371  0.315
45 H -2.22172 1.66117 -1.78952  0.447
46 H -3.64080 -0.91104 -1.14108  0.744
47 H -0.93843 -2.61613 -3.08458  0.444
48 H -2.69112 -2.47377 -2.90559  0.344
49 H -0.76387 -3.56984 -0.81335  0.004
50 H -1.93421 -4.51271 -1.74545  0.431
51 H -2.83127 -3.98189 0.52511  0.427
52 H -3.79954 -3.24496 -0.75926  0.414
53 H -2.04190 -0.93486 2.05252  0.295
54 H -2.05124 -2.69917 2.14590  0.616
55 H 1.42993 1.54238 0.32686  0.701
56 H 3.29269 3.07743 -0.29604  0.435
57 H 7.61301 2.95254 -0.96988  0.242
58 H 7.17094 1.30551 -1.48163  0.335